Entry 1:
Formula: C18H19N3O2
Source: the OMol25 dataset
Level of theory: ωB97M-V with the def2-TZVPD basis set

As for the HOMO-LUMO gap: 7.8 eV. The net charge is 0. The value obtained for the maximum force is 0.3627 hartree/bohr. Its multiplicity is 1. The calculation puts the energy at -1011.62189 a.u. For the energy relative to the best compared isomer or geometry (same formula, charge and spin), the calculation gives 13.864 eV.

Each line ends with the natural charge from an NBO analysis.
Cartesian coordinates (Å):
1 O 5.69 0.17 0.45  -0.35
2 O 4.20 1.40 -1.85  -0.72
3 N -1.23 -0.40 -0.06  -0.49
4 N 2.40 0.15 -0.66  -0.39
5 N -2.24 1.17 0.64  -0.42
6 C 5.77 -1.99 0.65  -0.33
7 C 1.73 -0.40 0.56  -0.26
8 C -4.44 0.54 0.37  -0.25
9 C 3.65 0.44 -0.88  0.59
10 C 4.62 -1.78 -0.24  -0.29
11 C 0.76 2.17 -0.39  -0.44
12 C 1.27 0.75 1.46  -0.41
13 C -6.70 -0.71 -0.07  -0.64
14 C -3.16 0.43 0.30  0.09
15 C -2.50 -0.54 -0.43  0.08
16 C -1.10 0.76 0.48  0.34
17 C -3.20 -1.60 -0.99  -0.15
18 C 4.60 -0.37 -0.14  0.17
19 C 1.43 1.28 -1.45  -0.20
20 C -4.48 -1.68 -0.83  -0.26
21 C 0.24 1.39 0.65  -0.25
22 C 6.49 -0.78 0.78  0.11
23 C -5.10 -0.63 -0.19  0.04
24 H 0.12 2.75 -0.97  0.23
25 H -5.16 1.28 0.91  0.23
26 H 1.66 2.98 -0.25  0.23
27 H 3.94 -2.66 -0.51  0.26
28 H -7.30 0.27 0.45  0.20
29 H 0.62 0.50 -1.73  0.19
30 H -0.02 2.39 1.29  0.21
31 H 0.79 0.12 2.14  0.23
32 H -6.98 -1.70 0.52  0.22
33 H 1.86 1.54 -2.41  0.27
34 H 2.54 -1.11 0.90  0.23
35 H 2.11 1.48 1.84  0.24
36 H -2.71 -2.32 -1.49  0.21
37 H -7.29 -0.68 -0.93  0.21
38 H -2.44 2.22 1.56  0.37
39 H 7.43 -0.47 0.96  0.20
40 H -5.13 -2.25 -1.25  0.21
41 H 0.95 -1.07 0.09  0.27
42 H 6.34 -3.04 0.73  0.22


Entry 2:
Formula: C18H19N3O3
Source: the OMol25 dataset
Level of theory: ωB97M-V with the def2-TZVPD basis set

As for the HOMO-LUMO gap: 8.3 eV. The net charge is 0. Its structure (SMILES) is CCOc1ccc(N2C[C@H](C(=O)Nc3cccnc3)CC2=O)cc1. The value obtained for the maximum force is 0.0132 hartree/bohr. Its multiplicity is 1. The calculation puts the energy at -1087.33989 a.u. For the energy relative to the best compared isomer or geometry (same formula, charge and spin), the calculation gives 0.619 eV.

Each line ends with the natural charge from an NBO analysis.
Cartesian coordinates (Å):
1 O 2.65 1.47 1.08  -0.59
2 O -1.04 3.45 0.96  -0.60
3 O -5.22 -1.39 0.53  -0.50
4 N 5.10 -2.85 -0.69  -0.40
5 N -0.66 1.66 -0.43  -0.44
6 N 3.04 0.14 -0.73  -0.60
7 C -4.11 -0.67 0.22  0.30
8 C -6.93 -3.00 0.23  -0.62
9 C 0.33 1.24 -1.40  -0.20
10 C -0.35 2.84 0.19  0.70
11 C 4.33 -1.85 -1.07  0.00
12 C 5.03 -2.00 1.53  -0.23
13 C -2.27 0.01 -1.18  -0.18
14 C -1.83 0.90 -0.22  0.10
15 C -2.54 1.01 0.98  -0.19
16 C -3.40 -0.77 -0.97  -0.32
17 C 4.22 -0.95 1.13  -0.21
18 C 2.48 1.20 -0.09  0.69
19 C 1.59 2.04 -1.02  -0.31
20 C -5.71 -2.33 -0.39  -0.06
21 C 3.86 -0.86 -0.21  0.11
22 C 5.44 -2.93 0.59  0.01
23 C 1.03 3.26 -0.30  -0.51
24 C -3.67 0.24 1.18  -0.24
25 H 0.94 4.12 -0.95  0.24
26 H -4.22 0.31 2.10  0.23
27 H 2.86 0.05 -1.73  0.40
28 H -7.34 -3.73 -0.45  0.21
29 H 1.65 3.53 0.56  0.27
30 H -2.22 1.70 1.73  0.25
31 H 6.07 -3.76 0.85  0.19
32 H 2.17 2.30 -1.91  0.23
33 H -7.69 -2.25 0.45  0.21
34 H 0.47 0.16 -1.35  0.21
35 H 5.33 -2.09 2.56  0.22
36 H 3.88 -0.21 1.84  0.26
37 H 0.00 1.51 -2.42  0.19
38 H -3.71 -1.45 -1.75  0.22
39 H -6.65 -3.49 1.16  0.21
40 H -1.75 -0.09 -2.12  0.20
41 H -5.99 -1.83 -1.33  0.17
42 H 4.08 -1.83 -2.13  0.18
43 H -4.94 -3.08 -0.61  0.17


Entry 3:
Formula: C18H19N3O5
Source: the OMol25 dataset
Level of theory: ωB97M-V with the def2-TZVPD basis set

As for the HOMO-LUMO gap: 8.5 eV. The net charge is 0. Its structure (SMILES) is N#Cc1cccc(-c2ccc(C(=O)O)o2)c1.CNC(=O)[C@H](C)NC(C)=O. The value obtained for the maximum force is 0.0414 hartree/bohr. Its multiplicity is 1. The calculation puts the energy at -1237.81275 a.u. For the energy relative to the best compared isomer or geometry (same formula, charge and spin), the calculation gives 1.298 eV.

Each line ends with the natural charge from an NBO analysis.
Cartesian coordinates (Å):
1 O 0.64 -1.32 -3.42  -0.63
2 O -1.18 2.18 -4.54  -0.57
3 O 2.03 -2.97 1.44  -0.62
4 O -3.11 2.88 -3.58  -0.67
5 O -1.85 2.41 -1.01  -0.39
6 N 0.04 -1.87 -1.38  -0.63
7 N 0.83 1.38 5.68  -0.29
8 N 2.30 -1.16 0.15  -0.62
9 C -2.60 2.73 1.75  -0.18
10 C -1.84 2.41 -3.54  0.74
11 C -0.32 -3.88 0.02  -0.61
12 C -0.45 1.89 2.45  -0.17
13 C -2.10 2.51 4.10  -0.16
14 C 0.22 1.67 -0.55  -0.31
15 C -0.82 2.03 3.79  -0.16
16 C -2.99 2.86 3.08  -0.20
17 C 0.19 -2.43 -0.03  -0.13
18 C 1.72 -3.25 -2.58  -0.72
19 C 0.09 1.67 4.83  0.27
20 C -0.97 2.10 -0.01  0.27
21 C -1.33 2.24 1.41  -0.01
22 C 0.05 1.71 -1.98  -0.21
23 C 0.76 -2.09 -2.48  0.67
24 C 1.59 -2.20 0.60  0.65
25 C 3.64 -0.80 0.61  -0.42
26 C -1.22 2.18 -2.21  0.12
27 H -3.98 3.24 3.33  0.23
28 H 0.77 1.43 -2.75  0.27
29 H 2.32 -3.13 -3.49  0.25
30 H -1.30 -3.95 -0.45  0.22
31 H 4.22 -0.39 -0.22  0.21
32 H -0.41 -4.20 1.06  0.23
33 H 3.58 -0.05 1.40  0.20
34 H 0.55 1.51 2.23  0.23
35 H 2.39 -3.29 -1.72  0.23
36 H 4.16 -1.68 1.00  0.24
37 H -0.49 -1.86 0.61  0.23
38 H 1.89 -0.61 -0.59  0.40
39 H -2.40 2.62 5.14  0.23
40 H 1.16 -4.18 -2.65  0.23
41 H -0.64 -1.13 -1.48  0.41
42 H 0.37 -4.55 -0.48  0.21
43 H 1.11 1.38 0.00  0.23
44 H -3.31 3.00 0.97  0.23
45 H -3.32 2.95 -4.52  0.50


Entry 4:
Formula: C18H19N3O7S
Source: the OMol25 dataset
Level of theory: ωB97M-V with the def2-TZVPD basis set

As for the HOMO-LUMO gap: 9.3 eV. The net charge is 0. Its structure (SMILES) is NS(=O)(=O)c1cccc(NC(=O)COC(=O)CN2C(=O)[C@H]3CC=CC[C@H]3C2=O)c1. The value obtained for the maximum force is 0.0173 hartree/bohr. Its multiplicity is 1. The calculation puts the energy at -1786.53153 a.u. For the energy relative to the best compared isomer or geometry (same formula, charge and spin), the calculation gives 0.000 eV.

Each line ends with the natural charge from an NBO analysis.
Cartesian coordinates (Å):
1 S -6.59 0.16 -0.25  2.30
2 O 0.49 -2.84 -0.57  -0.50
3 O -6.87 -0.89 -1.18  -0.93
4 O -2.78 -2.82 0.81  -0.61
5 O 1.89 -2.05 1.00  -0.58
6 O 5.24 -1.00 -1.39  -0.56
7 O -7.36 1.37 -0.30  -0.94
8 O 0.97 0.32 -0.71  -0.64
9 N -6.79 -0.48 1.27  -1.06
10 N -1.59 -1.13 -0.15  -0.61
11 N 3.01 -0.58 -1.14  -0.46
12 C -1.75 -2.37 0.37  0.66
13 C 3.00 1.68 -0.56  -0.30
14 C 5.33 1.36 0.47  -0.44
15 C 1.62 -2.27 -0.14  0.80
16 C -3.11 2.19 -0.59  -0.19
17 C -2.18 1.17 -0.47  -0.23
18 C 4.59 0.84 1.67  -0.19
19 C 2.53 -1.93 -1.32  -0.33
20 C -2.58 -0.15 -0.28  0.16
21 C 2.72 2.17 0.88  -0.44
22 C 3.34 1.23 1.86  -0.18
23 C -4.47 1.89 -0.51  -0.24
24 C 2.17 0.44 -0.80  0.75
25 C -4.85 0.58 -0.34  -0.24
26 C 4.45 1.23 -0.78  -0.31
27 C 4.35 -0.23 -1.15  0.72
28 C -3.94 -0.45 -0.23  -0.25
29 C -0.48 -3.22 0.40  -0.18
30 H -6.64 0.19 2.01  0.40
31 H 1.64 2.25 1.03  0.24
32 H -4.28 -1.46 -0.12  0.26
33 H 2.75 0.88 2.69  0.22
34 H 2.69 2.46 -1.26  0.25
35 H 3.40 -2.59 -1.33  0.27
36 H -0.76 -4.26 0.20  0.22
37 H 6.26 0.82 0.31  0.24
38 H -6.30 -1.35 1.41  0.40
39 H 3.16 3.17 1.00  0.22
40 H -5.23 2.65 -0.59  0.24
41 H 5.09 0.16 2.33  0.22
42 H 1.97 -2.03 -2.26  0.24
43 H -1.12 1.39 -0.53  0.24
44 H 5.58 2.42 0.62  0.22
45 H -0.66 -0.81 -0.39  0.44
46 H -2.79 3.20 -0.74  0.22
47 H 4.92 1.77 -1.61  0.25
48 H -0.04 -3.14 1.40  0.24


Entry 5:
Formula: C18H19N5O3S
Source: the OMol25 dataset
Level of theory: ωB97M-V with the def2-TZVPD basis set

As for the HOMO-LUMO gap: 8.4 eV. The net charge is 0. The value obtained for the maximum force is 0.3643 hartree/bohr. Its multiplicity is 1. The calculation puts the energy at -1594.37060 a.u. For the energy relative to the best compared isomer or geometry (same formula, charge and spin), the calculation gives 18.881 eV.

Each line ends with the natural charge from an NBO analysis.
Cartesian coordinates (Å):
1 S 2.70 0.73 1.20  0.28
2 O -4.00 0.01 -3.46  -0.59
3 O -4.53 2.16 -3.34  -0.59
4 O 0.98 -0.47 -0.67  -0.63
5 N -1.21 2.41 -1.04  -0.51
6 N 0.42 -0.01 2.45  -0.39
7 N 2.19 -1.15 2.65  -0.30
8 N 0.16 -1.16 2.83  0.02
9 N 0.97 -1.77 3.22  -0.06
10 C 4.57 -1.34 2.58  -0.24
11 C 1.69 -0.28 2.05  0.21
12 C -1.50 0.23 -2.01  0.06
13 C 1.25 1.58 0.05  -0.55
14 C 3.27 -3.40 2.96  -0.20
15 C -1.34 -0.88 -2.49  -0.67
16 C -3.77 1.02 -3.03  0.77
17 C -0.73 0.88 -1.15  0.03
18 C -5.95 1.87 -4.07  -0.05
19 C -2.58 1.22 -2.38  -0.28
20 C 4.61 -4.09 2.91  -0.18
21 C -3.14 3.61 -1.50  -0.66
22 C 3.28 -2.16 2.61  0.18
23 C 0.55 0.78 -0.59  0.43
24 C 5.68 -2.03 2.52  -0.18
25 C -2.29 2.43 -1.71  0.28
26 C -7.02 1.16 -3.12  -0.66
27 C 5.69 -3.55 2.70  -0.20
28 H 6.51 -4.17 2.78  0.22
29 H 1.86 2.38 -0.55  0.28
30 H 0.67 2.09 1.04  0.29
31 H 4.43 -0.29 2.47  0.22
32 H -0.78 3.03 -0.44  0.41
33 H -4.17 3.51 -0.94  0.26
34 H 4.53 -5.09 3.25  0.21
35 H -1.47 -1.69 -1.63  0.28
36 H -6.51 0.03 -2.89  0.25
37 H -5.61 1.26 -4.91  0.20
38 H -3.39 4.25 -2.54  0.25
39 H 6.74 -1.61 2.13  0.22
40 H 2.45 -3.74 3.15  0.21
41 H -7.07 1.83 -2.21  0.22
42 H -2.53 4.51 -0.96  0.20
43 H -7.93 1.17 -3.86  0.23
44 H -2.27 -1.37 -3.12  0.26
45 H -0.45 -1.19 -2.66  0.26
46 H -6.28 2.78 -4.41  0.18